Entry 1:
This record from OMol25 describes a structure of composition C53H50AgNO5P2 in a non-equilibrium geometry. The level of theory is wB97M-V/def2-TZVPD.

## Properties
HOMO energy (alpha / beta): -1.07 / -1.07 eV
Kohn-Sham gap (alpha / beta): 0.181 / 0.181 Eh
Net charge: -2
Strongest force on any atom: 0.04623 Eh/bohr

Atoms and positions in Å:
Ag  -0.105  -0.691  0.132
O  -4.138  -2.564  0.370
C  -3.223  -1.859  -0.105
O  -1.962  -2.177  -0.122
C  -3.661  -0.461  -0.705
O  -4.822  -0.090  -0.745
O  -2.674  0.306  -1.167
C  0.695  5.738  -0.536
C  -0.619  4.914  -0.302
C  -1.684  6.058  -0.320
C  -0.639  4.134  1.025
C  -0.585  4.811  2.247
C  -0.607  4.124  3.457
C  -0.614  2.741  3.464
C  -0.701  2.022  2.267
P  -0.947  0.233  2.409
C  -2.734  0.089  2.674
C  -3.267  -1.015  3.380
C  -4.634  -1.121  3.543
C  -5.480  -0.105  3.157
C  -4.968  1.000  2.513
C  -3.601  1.105  2.247
C  -0.258  -0.442  3.951
C  -0.866  -0.286  5.207
C  -0.292  -0.903  6.319
C  0.869  -1.632  6.213
C  1.494  -1.735  4.972
C  0.901  -1.195  3.833
C  -0.739  2.761  1.054
O  -0.829  2.004  -0.117
C  -0.819  2.596  -1.355
C  -0.892  1.704  -2.431
C  -0.883  2.231  -3.746
C  -0.955  3.599  -3.936
C  -0.882  4.469  -2.834
C  -0.781  3.992  -1.506
P  -0.871  -0.108  -2.203
C  -2.048  -0.988  -3.290
C  -2.861  -0.342  -4.201
C  -3.905  -1.014  -4.834
C  -4.086  -2.378  -4.649
C  -3.239  -3.032  -3.773
C  -2.240  -2.346  -3.103
C  0.652  -0.669  -3.043
C  0.900  -2.046  -3.103
C  1.934  -2.557  -3.854
C  2.803  -1.695  -4.519
C  2.666  -0.341  -4.308
C  1.575  0.196  -3.652
H  0.932  6.382  0.346
H  0.576  6.388  -1.436
H  1.560  5.053  -0.643
H  -1.436  6.816  0.424
H  -2.662  5.622  -0.037
H  -1.736  6.482  -1.334
H  -0.524  5.893  2.258
H  -0.589  4.683  4.390
H  -0.588  2.216  4.433
H  -2.586  -1.798  3.708
H  -5.058  -1.990  4.057
H  -6.560  -0.198  3.309
H  -5.669  1.714  2.104
H  -3.207  1.997  1.808
H  -1.764  0.333  5.347
H  -0.764  -0.793  7.291
H  1.320  -2.116  7.097
H  2.437  -2.283  4.914
H  1.327  -1.400  2.864
H  -0.849  1.584  -4.618
H  -0.996  4.076  -4.928
H  -0.896  5.541  -3.007
H  -2.734  0.698  -4.464
H  -4.557  -0.470  -5.516
H  -4.842  -2.949  -5.212
H  -3.371  -4.113  -3.608
H  -1.682  -2.892  -2.393
H  0.252  -2.717  -2.568
H  2.029  -3.648  -3.931
H  3.597  -2.046  -5.161
H  3.433  0.319  -4.712
H  1.411  1.242  -3.538
C  0.643  -5.426  -0.247
C  1.822  -4.518  -0.104
C  3.114  -4.958  -0.431
C  4.171  -4.072  -0.239
C  5.590  -4.499  -0.518
C  3.994  -2.772  0.237
C  2.690  -2.239  0.424
C  1.634  -3.228  0.389
N  2.295  -0.951  0.427
C  3.140  0.202  0.616
C  2.888  0.769  2.027
C  2.743  1.253  -0.450
C  4.675  0.114  0.506
H  0.806  -6.337  0.379
H  0.457  -5.770  -1.267
H  -0.253  -4.920  0.139
H  3.212  -5.977  -0.806
H  5.683  -5.575  -0.755
H  6.206  -4.272  0.366
H  6.043  -3.926  -1.375
H  4.866  -2.140  0.292
H  0.628  -2.938  0.683
H  1.816  0.918  2.220
H  3.426  1.735  2.137
H  3.285  0.072  2.809
H  1.658  1.442  -0.484
H  3.141  0.900  -1.412
H  3.262  2.174  -0.135
H  5.118  -0.452  1.355
H  5.101  1.138  0.433
H  4.965  -0.405  -0.432

Mulliken atomic charge list, values in e, 2 entries: 2.210, -0.822


Entry 2:
This record from OMol25 describes a structure of composition C53H51BrLuN5O4P2Si in a non-equilibrium geometry. The level of theory is wB97M-V/def2-TZVPD.

## Properties
HOMO energy: -4.58 eV
Kohn-Sham gap: 0.152 Eh
Strongest force on any atom: 0.11258 Eh/bohr

Atoms and positions in Å:
Lu  12.216  12.070  11.045
C  12.663  18.442  16.872
N  14.110  18.451  17.110
C  14.575  17.175  17.698
P  14.367  15.962  16.299
C  14.968  14.394  17.010
C  15.534  13.397  16.212
C  15.368  12.058  16.555
C  14.768  11.611  17.749
C  14.259  12.592  18.584
C  14.335  13.940  18.270
C  15.640  16.301  15.059
C  16.915  16.759  15.443
C  17.754  17.180  14.451
C  17.459  17.233  13.089
C  16.133  16.957  12.743
C  15.283  16.455  13.697
C  14.811  19.573  17.559
C  15.804  19.574  18.643
C  16.514  20.711  18.845
C  16.352  21.853  18.048
C  15.418  21.935  17.064
C  14.636  20.780  16.850
P  12.201  16.842  15.968
C  11.412  17.029  14.315
C  10.798  15.952  13.649
C  10.506  16.075  12.294
C  10.725  17.263  11.579
C  11.328  18.289  12.270
C  11.552  18.204  13.644
C  10.878  15.915  16.837
C  11.119  14.621  17.275
C  10.228  13.890  18.134
C  8.994  14.433  18.333
C  8.713  15.732  17.877
C  9.595  16.463  17.106
H  12.422  19.347  16.274
H  12.050  18.587  17.774
H  13.932  16.823  18.518
H  15.617  17.255  18.145
H  16.123  13.637  15.342
H  15.815  11.230  15.927
H  14.682  10.559  17.940
H  13.851  12.408  19.582
H  13.827  14.625  18.943
H  17.231  16.522  16.462
H  18.678  17.641  14.820
H  18.176  17.532  12.357
H  15.744  16.916  11.705
H  14.248  16.361  13.496
H  15.882  18.758  19.326
H  17.317  20.785  19.658
H  17.030  22.714  18.320
H  15.250  22.849  16.451
H  14.065  20.814  15.892
H  10.698  14.976  14.148
H  10.007  15.249  11.808
H  10.399  17.386  10.525
H  11.550  19.279  11.791
H  12.050  19.085  14.086
H  11.877  14.032  16.838
H  10.549  12.898  18.477
H  8.173  13.835  18.706
H  7.763  16.183  18.124
H  9.342  17.467  16.774
C  10.254  8.737  13.676
Si  11.989  9.382  13.383
C  13.411  8.107  13.858
C  12.413  10.829  14.598
N  12.077  10.021  11.778
C  11.674  9.102  10.753
C  11.591  7.689  10.820
C  11.599  6.942  9.629
C  11.503  7.491  8.383
C  11.457  8.868  8.246
C  11.523  9.627  9.445
O  11.446  10.999  9.348
C  10.641  11.661  8.433
C  9.253  11.621  8.638
C  8.469  12.528  7.860
C  8.975  13.072  6.661
C  10.346  13.000  6.446
C  11.202  12.316  7.350
H  9.740  7.996  12.986
H  9.584  9.672  13.591
H  10.128  8.339  14.718
H  13.333  7.195  13.350
H  13.309  7.922  14.959
H  14.346  8.517  13.581
H  12.077  11.820  14.260
H  13.473  10.964  14.727
H  12.104  10.596  15.611
H  11.590  7.136  11.759
H  11.469  5.862  9.675
H  11.401  6.828  7.582
H  11.235  9.382  7.323
H  8.837  10.974  9.467
H  7.437  12.723  8.290
H  8.402  13.575  5.907
H  10.820  13.587  5.702
H  12.276  12.229  7.258
O  13.255  13.714  11.926
N  13.314  14.509  10.859
O  13.537  15.710  10.880
O  12.859  13.915  9.774
N  9.221  13.030  12.436
C  10.207  12.532  12.055
Br  18.188  9.509  8.530
C  16.652  10.191  9.307
C  16.269  9.752  10.612
C  15.113  10.330  11.103
N  14.443  11.283  10.477
C  14.696  11.598  9.202
C  15.869  11.091  8.588
H  16.734  8.878  11.137
H  14.853  10.134  12.135
H  14.013  12.295  8.674
H  15.994  11.426  7.566

Mulliken atomic charge list, values in e, 2 entries: 0.970, -1.234


Question: Number 2 is which compound?
Answer: C53H51BrLuN5O4P2Si


Question: The highest strongest force on any atom belongs to which entry?
Answer: C53H51BrLuN5O4P2Si